# C27H22CdNO2S4

C27H22CdNO2S4 as an isolated structure (ωB97M-V/def2-TZVPD, the Open Molecules 2025 dataset).

```
57
Properties=species:S:1:pos:R:3:mulliken_charge:R:1
Cd -0.62 0.77 -0.04 1.536
S -0.22 3.28 0.16 -0.579
C 1.47 3.58 -0.19 0.330
C 1.96 4.86 0.16 -0.619
C 3.27 5.24 -0.06 -0.468
C 4.17 4.35 -0.65 -0.631
C 3.72 3.10 -1.01 -0.425
C 2.40 2.70 -0.78 0.275
S 1.94 1.08 -1.33 -0.222
C 2.65 0.06 0.01 -0.882
C 2.13 -1.33 -0.13 0.579
C 2.97 -2.44 -0.07 -0.991
C 2.41 -3.70 -0.15 -0.486
C 1.04 -3.82 -0.27 -0.857
C 0.27 -2.66 -0.32 -0.223
C -1.22 -2.72 -0.34 -0.127
S -1.92 -2.42 1.35 -0.185
C -0.49 -2.62 2.40 0.161
C -0.18 -3.90 2.83 -0.479
C 0.92 -4.14 3.64 -0.594
C 1.71 -3.06 4.03 -0.555
C 1.39 -1.78 3.62 -0.568
C 0.28 -1.51 2.81 0.233
S -0.08 0.17 2.45 -0.471
N 0.82 -1.46 -0.28 0.789
H 1.27 5.55 0.61 0.389
H 3.59 6.23 0.22 0.329
H 5.20 4.64 -0.84 0.354
H 4.38 2.39 -1.49 0.376
H 2.31 0.47 0.96 0.234
H 3.74 0.09 -0.04 0.543
H 4.04 -2.30 0.05 0.404
H 3.04 -4.58 -0.09 0.404
H 0.56 -4.79 -0.30 0.420
H -1.56 -3.70 -0.68 0.635
H -1.61 -1.94 -0.99 -0.319
H -0.81 -4.72 2.52 0.448
H 1.16 -5.15 3.97 0.374
H 2.58 -3.22 4.65 0.354
H 2.00 -0.94 3.93 0.411
C -5.22 0.73 -0.07 -1.824
C -3.82 0.54 -0.62 1.167
O -2.93 0.31 0.20 -0.536
C -3.60 0.61 -2.07 0.294
C -4.70 0.90 -2.91 -0.768
C -4.61 0.94 -4.27 -0.843
C -3.36 0.66 -4.87 -0.331
C -2.28 0.37 -4.09 -0.698
C -2.32 0.34 -2.66 0.255
O -1.24 0.06 -2.04 -0.240
H -5.17 0.58 1.01 0.360
H -5.92 0.02 -0.51 0.406
H -5.58 1.74 -0.27 0.413
H -5.66 1.11 -2.45 0.300
H -5.47 1.18 -4.88 0.363
H -3.26 0.68 -5.95 0.366
H -1.31 0.17 -4.54 0.417
```

As for the frontier orbital gap: 7.03 eV. The molar mass comes out at 633.158 g/mol. As for the HOMO energy: -4.3578 eV. Its total charge is -1. As for the spin multiplicity: 1.

---

# C27H22F3N5PbS4

C27H22F3N5PbS4 as an isolated structure (ωB97M-V/def2-TZVPD, the Open Molecules 2025 dataset).

```
62
Properties=species:S:1:pos:R:3:mulliken_charge:R:1
Pb 0.29 1.60 1.69 0.781
C -0.85 -3.81 1.58 -0.792
C -2.06 -3.53 2.46 -0.623
N -1.92 -2.35 3.29 -0.186
C -1.96 -1.08 2.78 0.075
S -1.41 0.16 3.84 -0.528
N -2.43 -1.00 1.55 -0.546
N -2.49 0.26 1.06 -0.058
C -2.92 0.40 -0.14 0.484
C -3.33 -0.75 -1.03 -1.354
C -2.94 1.76 -0.70 0.611
C -3.34 1.99 -2.03 -0.399
C -3.30 3.26 -2.55 -0.606
C -2.86 4.31 -1.75 -0.388
C -2.50 4.00 -0.45 -0.389
N -2.55 2.78 0.07 -0.254
H -1.01 -4.70 0.96 0.404
H -0.65 -2.96 0.93 0.157
H 0.04 -3.98 2.19 0.263
H -2.95 -3.40 1.84 0.293
H -2.24 -4.38 3.13 0.393
H -1.35 -2.42 4.12 0.228
H -3.32 -1.67 -0.45 0.265
H -4.34 -0.60 -1.44 0.359
H -2.64 -0.85 -1.87 0.277
H -3.65 1.16 -2.65 0.254
H -3.59 3.44 -3.58 0.424
H -2.78 5.32 -2.12 0.412
H -2.14 4.78 0.22 0.381
S 3.83 4.81 2.72 -0.465
C 2.82 3.54 2.32 0.078
S 1.99 2.62 3.54 -0.409
S 2.56 3.03 0.68 -0.489
N 0.11 1.30 -1.87 -0.363
C 0.18 2.36 -2.32 -0.358
C 0.27 3.69 -2.86 0.854
C 0.91 4.70 -2.15 -0.187
C 0.95 5.97 -2.70 -0.750
C 0.37 6.24 -3.93 -0.342
C -0.26 5.22 -4.64 -0.582
C -0.31 3.94 -4.11 -0.260
H 1.37 4.49 -1.19 0.270
H 1.45 6.76 -2.15 0.436
H 0.41 7.24 -4.34 0.378
H -0.71 5.42 -5.60 0.365
H -0.81 3.14 -4.63 0.491
F 5.25 -6.90 0.40 -0.269
C 4.28 -6.78 1.35 0.859
F 4.85 -7.15 2.52 -0.297
F 3.38 -7.75 1.05 -0.272
C 3.68 -5.42 1.39 0.422
C 3.79 -4.62 2.52 -0.528
C 3.21 -3.36 2.53 -0.537
C 2.52 -2.87 1.42 0.492
C 2.43 -3.70 0.28 -0.303
C 2.99 -4.95 0.27 -0.866
C 1.91 -1.59 1.44 0.268
C 1.38 -0.49 1.49 -1.270
H 4.31 -4.98 3.39 0.418
H 3.29 -2.73 3.41 0.487
H 1.89 -3.33 -0.58 0.458
H 2.91 -5.58 -0.61 0.331
```

As for the frontier orbital gap: 5.34 eV. The molar mass comes out at 808.970 g/mol. As for the HOMO energy: -1.3871 eV. Its total charge is -2. As for the spin multiplicity: 1.

---

# C27H22FNO4

A 2-piece molecular cluster, C27H22FNO4 overall at a distorted geometry (ωB97M-V/def2-TZVPD, the Open Molecules 2025 dataset).

```
55
Properties=species:S:1:pos:R:3:mulliken_charge:R:1
C 1.81 -1.08 3.68 -1.367
C 0.61 -0.15 3.72 1.422
C 0.64 0.76 4.96 -1.732
O 0.58 0.71 2.56 -0.428
C 0.28 0.12 1.36 0.520
O 0.65 0.66 0.33 -0.627
C -0.47 -1.10 1.41 0.933
C -0.74 -1.84 0.17 -1.353
C 0.43 -2.76 -0.19 0.364
C 0.48 -4.05 0.34 -0.282
C 1.55 -4.88 0.02 -0.894
C 2.58 -4.41 -0.81 0.554
C 3.68 -5.28 -1.16 0.037
N 4.57 -5.99 -1.44 -0.555
C 2.55 -3.10 -1.29 -0.969
C 1.48 -2.26 -0.97 0.108
C -0.98 -1.60 2.66 0.250
O -1.71 -2.57 2.76 -0.716
O -0.62 -0.90 3.80 -0.374
H 1.78 -1.74 2.80 0.235
H 2.73 -0.48 3.66 0.354
H 1.82 -1.70 4.59 0.395
H -0.23 1.42 4.97 0.393
H 0.64 0.16 5.87 0.386
H 1.55 1.37 4.95 0.389
H -1.63 -2.45 0.35 0.558
H -0.87 -1.10 -0.63 -0.126
H -0.32 -4.38 1.00 0.445
H 1.58 -5.90 0.40 0.426
H 3.35 -2.73 -1.92 0.411
H 1.45 -1.22 -1.30 0.437
F -3.27 4.87 0.75 -0.310
C -3.46 3.80 -0.11 0.062
C -4.74 3.28 -0.23 -0.466
C -4.92 2.20 -1.11 -0.549
C -3.85 1.69 -1.82 -0.830
C -2.53 2.23 -1.70 1.356
C -1.51 1.62 -2.47 -0.507
C -0.14 1.95 -2.63 1.296
C 0.61 1.18 -3.58 -0.716
C 1.95 1.42 -3.81 -0.687
C 2.62 2.44 -3.11 -0.294
C 1.91 3.21 -2.18 -1.050
C 0.56 2.98 -1.94 0.150
C -2.37 3.33 -0.80 -0.596
H -5.57 3.69 0.35 0.454
H -5.91 1.76 -1.23 0.391
H -3.99 0.86 -2.51 0.377
H -1.86 0.79 -3.09 0.202
H 0.08 0.40 -4.12 0.358
H 2.49 0.81 -4.54 0.409
H 3.67 2.63 -3.29 0.402
H 2.42 4.00 -1.62 0.398
H 0.06 3.57 -1.19 0.357
H -1.41 3.80 -0.65 0.598
```

As for the frontier orbital gap: 2.79 eV. The molar mass comes out at 443.474 g/mol. As for the HOMO energy: -6.5051 eV. As for the spin multiplicity: 1.

---

# C27H22N5O6P

A 2-piece molecular cluster, C27H22N5O6P overall at a distorted geometry (ωB97M-V/def2-TZVPD, the Open Molecules 2025 dataset).

```
61
Properties=species:S:1:pos:R:3:mulliken_charge:R:1
C -3.70 -3.68 2.25 -1.430
C -2.73 -2.81 1.50 0.983
C -2.70 -1.43 1.72 -0.800
C -1.82 -0.61 1.02 -0.329
C -0.88 -1.19 0.13 0.197
P 0.40 -0.08 -0.58 0.622
C 1.68 -0.15 0.75 -0.056
C 2.81 0.68 0.62 -0.328
C 3.90 0.51 1.46 -0.701
C 3.86 -0.41 2.52 0.962
C 5.02 -0.56 3.47 -1.391
C 2.71 -1.18 2.69 -0.800
C 1.61 -1.04 1.84 0.079
C 1.16 -1.21 -1.83 -0.421
C 0.52 -1.32 -3.09 -0.251
C 0.94 -2.28 -4.01 -0.733
C 2.04 -3.10 -3.74 0.988
C 2.50 -4.13 -4.74 -1.394
C 2.70 -2.96 -2.51 -0.788
C 2.30 -2.01 -1.58 -0.091
C -0.95 -2.57 -0.13 -0.224
C -1.84 -3.37 0.57 -0.847
H -3.64 -4.72 1.89 0.341
H -3.49 -3.68 3.32 0.300
H -4.73 -3.33 2.12 0.346
H -3.38 -1.00 2.45 0.380
H -1.83 0.47 1.16 0.398
H 2.82 1.46 -0.15 0.363
H 4.82 1.09 1.30 0.378
H 4.78 -1.27 4.27 0.337
H 5.92 -0.94 2.95 0.298
H 5.30 0.39 3.93 0.338
H 2.67 -1.91 3.51 0.272
H 0.71 -1.63 2.02 0.252
H -0.32 -0.66 -3.32 0.383
H 0.41 -2.40 -4.95 0.369
H 3.38 -4.67 -4.38 0.342
H 1.71 -4.87 -4.94 0.307
H 2.75 -3.67 -5.71 0.332
H 3.55 -3.62 -2.28 0.274
H 2.86 -1.89 -0.65 0.223
H -0.29 -3.02 -0.87 0.210
H -1.86 -4.45 0.41 0.286
O -4.29 7.18 1.57 -0.654
N -3.26 6.61 1.25 0.771
C -2.92 5.44 0.59 0.381
C -1.52 5.34 0.59 0.422
N -0.95 6.43 1.19 -0.515
O -2.02 7.19 1.59 -0.174
C -0.89 4.18 -0.06 -0.299
N 0.53 3.98 -0.19 0.975
O 1.35 4.67 0.44 -0.569
O 0.89 3.08 -0.99 -0.537
C -1.71 3.19 -0.66 -0.606
C -3.10 3.36 -0.61 0.227
N -4.13 2.58 -1.15 0.832
O -4.15 1.54 -1.79 -0.666
O -5.34 3.25 -0.86 -0.178
N -5.12 4.41 -0.14 -0.566
C -3.75 4.45 0.00 0.350
H -1.30 2.32 -1.17 0.833
```

As for the frontier orbital gap: 5.72 eV. The molar mass comes out at 543.476 g/mol. As for the HOMO energy: -8.0255 eV. As for the spin multiplicity: 1.